159
Properties=species:S:1:pos:R:3 method="wB97M-V/def2-TZVPD" orbital_gap_ev=8.5 spin_multiplicity=1 energy_ev=-154425.2472 e_homo_ev=-11.61 charge=+1
O 1.242 -0.485 0.035
V 0.556 0.920 -0.006
O -0.778 1.038 0.905
C -1.934 7.110 0.525
C -1.107 6.289 -0.342
C 0.310 6.603 -0.269
O 0.969 5.464 0.083
C 0.136 4.526 0.114
O 0.388 3.366 0.342
O -1.125 4.938 0.031
H -2.963 6.961 0.199
H -1.752 8.170 0.347
H -1.865 6.941 1.600
H -1.528 6.185 -1.342
H 0.715 7.325 0.441
H 0.764 7.161 -1.088
C 2.918 -5.166 3.191
C 4.058 -4.130 2.891
C 3.656 -2.659 2.790
O 4.274 -2.039 3.822
C 5.041 -2.816 4.534
O 5.855 -2.394 5.451
O 4.827 -4.090 4.010
H 3.128 -6.233 3.122
H 1.985 -5.086 2.634
H 2.632 -4.931 4.216
H 4.530 -4.607 2.031
H 2.639 -2.486 3.141
H 3.916 -2.173 1.850
C -4.091 2.647 2.089
C -5.001 1.949 3.149
C -4.872 2.614 4.410
O -6.143 3.321 4.572
C -6.960 2.999 3.526
O -8.103 3.388 3.204
O -6.369 2.046 2.856
H -4.336 3.681 1.845
H -4.239 1.949 1.265
H -3.066 2.654 2.460
H -4.811 0.888 3.314
H -4.177 3.451 4.338
H -4.460 2.039 5.240
C 1.230 0.284 6.525
C 1.551 1.435 5.525
C 2.965 1.969 5.351
O 3.059 2.189 3.954
C 1.957 1.606 3.341
O 1.724 1.534 2.151
O 1.360 0.823 4.281
H 0.185 0.021 6.361
H 1.322 0.703 7.527
H 1.966 -0.516 6.448
H 0.815 2.225 5.678
H 3.548 1.072 5.563
H 3.156 2.777 6.057
C -0.260 -1.355 -5.880
C 0.045 0.161 -5.550
C -1.272 1.025 -5.398
O -1.513 0.893 -4.043
C -0.431 0.402 -3.343
O -0.324 0.456 -2.101
O 0.649 0.002 -4.216
H 0.593 -1.975 -5.605
H -0.473 -1.555 -6.930
H -1.077 -1.766 -5.287
H 0.761 0.573 -6.261
H -2.170 0.861 -5.993
H -0.938 2.052 -5.544
C -3.096 -2.177 4.532
C -1.701 -1.763 5.003
C -0.935 -2.879 5.638
O -0.305 -3.531 4.563
C -0.446 -2.843 3.472
O -0.035 -3.219 2.392
O -0.862 -1.593 3.812
H -3.523 -1.508 3.785
H -3.743 -2.270 5.404
H -3.100 -3.166 4.075
H -1.655 -0.839 5.579
H -1.608 -3.436 6.291
H -0.149 -2.384 6.207
C 6.113 1.208 2.008
C 7.071 0.031 1.847
C 7.348 -0.783 3.022
O 7.318 -2.150 2.650
C 6.824 -2.076 1.408
O 6.483 -3.128 0.743
O 6.568 -0.824 0.931
H 5.335 1.099 2.765
H 5.551 1.351 1.085
H 6.557 2.188 2.181
H 8.044 0.402 1.527
H 6.640 -0.611 3.833
H 8.365 -0.723 3.408
C -6.291 -0.133 -0.898
C -5.701 0.521 -2.132
C -4.431 -0.128 -2.562
O -4.705 -0.311 -3.904
C -5.962 -0.094 -4.276
O -6.507 -0.134 -5.360
O -6.634 0.182 -3.133
H -6.170 -1.213 -0.988
H -7.328 0.186 -0.799
H -5.773 0.155 0.016
H -5.680 1.605 -2.022
H -4.163 -1.059 -2.062
H -3.637 0.602 -2.406
C 4.340 2.943 -5.116
C 3.679 1.790 -4.300
C 4.580 0.593 -3.819
O 3.945 0.389 -2.562
C 3.327 1.510 -2.141
O 2.589 1.673 -1.111
O 3.304 2.420 -3.127
H 5.355 2.910 -4.719
H 3.870 3.910 -4.940
H 4.423 2.851 -6.199
H 2.730 1.542 -4.776
H 5.604 0.923 -3.640
H 4.452 -0.409 -4.229
C 2.937 -3.525 -3.613
C 3.777 -3.140 -2.414
C 2.945 -3.502 -1.125
O 3.617 -4.550 -0.550
C 4.785 -4.790 -1.209
O 5.579 -5.681 -0.861
O 4.839 -4.005 -2.319
H 3.569 -3.481 -4.499
H 2.197 -2.768 -3.873
H 2.583 -4.542 -3.442
H 3.973 -2.071 -2.491
H 1.909 -3.780 -1.320
H 3.038 -2.670 -0.428
C -2.055 -6.360 0.363
C -1.682 -6.138 -1.152
C -2.776 -6.028 -2.096
O -2.516 -4.759 -2.721
C -1.387 -4.209 -2.132
O -0.889 -3.092 -2.418
O -0.919 -4.941 -1.242
H -1.137 -6.310 0.949
H -2.458 -7.369 0.445
H -2.549 -5.542 0.888
H -1.073 -6.969 -1.508
H -3.667 -6.036 -1.469
H -2.859 -6.819 -2.841
C -5.136 3.453 -5.626
C -4.271 4.287 -4.610
C -4.983 4.968 -3.476
O -4.279 4.581 -2.334
C -3.587 3.516 -2.589
O -2.869 2.977 -1.836
O -3.467 3.351 -3.856
H -5.684 4.121 -6.291
H -5.883 2.798 -5.176
H -4.603 2.700 -6.207
H -3.413 4.816 -5.026
H -6.023 4.641 -3.460
H -5.146 6.045 -3.523

---

153
Properties=species:S:1:pos:R:3 method="wB97M-V/def2-TZVPD" orbital_gap_ev=7.5 spin_multiplicity=1 energy_ev=-330977.2878 e_homo_ev=-7.21 e_above_lowest_kcal_mol=24.2 charge=0 smiles="C=CCc1cc(C[SH](=O)=O)c2c(c1)Nc1cccc(CC[C@](F)(Br)C(F)(F)Br)c1S2.O=S1(=O)CCCC1.O=S1(=O)CCCC1.O=S1(=O)CCCC1.O=S1(=O)CCCC1.O=S1(=O)CCCC1.O=S1(=O)CCCC1.O=S1(=O)CCCC1"
C 0.316 4.352 -0.105
C 0.703 3.439 -0.976
C 1.175 2.080 -0.569
C 0.083 1.054 -0.507
C -0.329 0.573 0.733
C -1.345 -0.393 0.839
C -1.701 -0.884 2.201
S -2.424 0.447 3.136
O -3.523 1.001 2.389
O -1.395 1.288 3.681
C -1.961 -0.885 -0.335
C -1.560 -0.391 -1.587
C -0.537 0.567 -1.663
N -2.150 -0.836 -2.798
C -3.529 -1.123 -2.768
C -4.302 -0.810 -3.900
C -5.666 -1.052 -3.923
C -6.296 -1.601 -2.814
C -5.555 -1.933 -1.664
C -6.262 -2.491 -0.464
C -6.916 -1.358 0.314
C -7.266 -1.747 1.724
F -6.289 -2.524 2.236
Br -8.888 -2.813 1.694
C -7.342 -0.491 2.660
F -6.106 -0.299 3.101
F -7.689 0.557 1.912
Br -8.509 -0.494 4.212
C -4.157 -1.694 -1.652
S -3.213 -2.121 -0.230
H 0.137 4.095 0.926
H 0.187 5.369 -0.360
H 0.677 3.670 -2.026
H 1.579 2.180 0.426
H 1.946 1.764 -1.257
H 0.167 0.920 1.616
H -2.418 -1.692 2.203
H -0.799 -1.183 2.717
H -2.935 -0.239 4.182
H -0.226 0.924 -2.628
H -2.031 -0.079 -3.459
H -3.821 -0.358 -4.748
H -6.237 -0.797 -4.794
H -7.354 -1.789 -2.837
H -5.577 -2.996 0.190
H -7.005 -3.198 -0.804
H -6.191 -0.554 0.375
H -7.775 -0.965 -0.202
O -0.982 0.871 -5.199
S -0.484 -0.191 -6.044
O -0.101 -1.453 -5.470
C -1.651 -0.454 -7.377
C -1.184 0.498 -8.474
C 0.347 0.374 -8.513
C 0.850 0.449 -7.065
H -2.656 -0.254 -7.012
H -1.562 -1.495 -7.682
H -1.636 0.248 -9.432
H -1.470 1.521 -8.224
H 0.626 -0.586 -8.950
H 0.800 1.155 -9.121
H 1.732 -0.160 -6.890
H 1.036 1.473 -6.747
O -3.610 -7.935 4.355
S -3.140 -6.602 4.081
O -1.768 -6.378 3.702
C -4.234 -5.836 2.891
C -5.312 -5.177 3.743
C -4.576 -4.512 4.914
C -3.575 -5.536 5.467
H -4.606 -6.599 2.212
H -3.651 -5.097 2.339
H -5.882 -4.459 3.165
H -6.002 -5.935 4.119
H -4.041 -3.630 4.552
H -5.264 -4.180 5.689
H -2.664 -5.082 5.846
H -4.018 -6.170 6.232
O 1.434 -1.186 1.865
S 1.972 -1.458 3.178
O 1.483 -0.726 4.324
C 1.847 -3.213 3.506
C 3.159 -3.776 2.968
C 4.255 -2.795 3.414
C 3.760 -1.379 3.099
H 0.961 -3.607 3.019
H 1.769 -3.339 4.585
H 3.335 -4.783 3.341
H 3.120 -3.823 1.877
H 4.426 -2.894 4.487
H 5.202 -2.989 2.915
H 4.110 -0.648 3.817
H 4.025 -1.060 2.093
O 2.891 -4.443 -7.216
S 2.993 -5.004 -5.890
O 4.218 -4.879 -5.143
C 1.606 -4.437 -4.917
C 0.519 -5.475 -5.174
C 1.218 -6.842 -5.118
C 2.496 -6.735 -5.961
H 1.335 -3.434 -5.233
H 1.914 -4.433 -3.872
H -0.282 -5.394 -4.442
H 0.086 -5.320 -6.165
H 1.476 -7.077 -4.084
H 0.575 -7.640 -5.485
H 3.313 -7.339 -5.578
H 2.317 -6.976 -7.007
O 2.595 7.524 -1.703
S 1.337 7.411 -2.397
O 0.824 6.127 -2.793
C 0.090 8.310 -1.477
C 0.166 9.728 -2.035
C 0.299 9.577 -3.558
C 1.372 8.512 -3.822
H 0.316 8.239 -0.416
H -0.870 7.842 -1.690
H -0.712 10.309 -1.759
H 1.045 10.236 -1.635
H -0.655 9.252 -3.977
H 0.561 10.519 -4.035
H 1.173 7.923 -4.712
H 2.371 8.939 -3.873
O 6.122 -0.390 4.907
S 6.261 -0.555 6.333
O 5.860 -1.790 6.958
C 7.939 -0.141 6.796
C 7.890 1.360 7.065
C 6.599 1.604 7.860
C 5.474 0.841 7.149
H 8.607 -0.427 5.987
H 8.175 -0.707 7.696
H 8.772 1.692 7.611
H 7.854 1.905 6.120
H 6.718 1.225 8.877
H 6.364 2.664 7.930
H 4.720 0.456 7.830
H 5.000 1.440 6.374
O 5.008 4.296 2.843
S 4.134 3.787 1.813
O 4.374 2.498 1.216
C 2.442 3.877 2.395
C 1.971 5.262 1.965
C 2.492 5.459 0.534
C 3.967 5.029 0.520
H 2.430 3.711 3.469
H 1.885 3.089 1.890
H 0.887 5.343 2.014
H 2.397 6.021 2.626
H 1.916 4.834 -0.150
H 2.383 6.489 0.201
H 4.267 4.579 -0.422
H 4.639 5.847 0.771